(1)
DFT (the ωB97M-V functional and the def2-TZVPD basis) results for a molecular structure, C5H9NO.

Last column: Mulliken charge in e.
Cartesian coordinates (Å):
O  0.7169  -0.2048  -1.8342  -0.41
N  -1.6844  -0.0602  -1.6780  -0.67
C  -0.0922  -1.3082  0.9500  -1.51
C  -0.5103  0.0286  -1.2472  0.20
C  0.0897  0.3266  0.0738  0.96
C  -0.3888  1.4255  0.9806  -1.19
C  1.4165  0.2385  -0.6319  -0.45
H  -1.1236  -1.5406  1.3036  0.41
H  0.1705  -2.0603  0.2081  0.44
H  1.9522  1.1759  -0.8115  0.31
H  2.0730  -0.5274  -0.2176  0.25
H  0.5755  -1.4380  1.8322  0.38
H  0.3387  2.0481  1.5145  0.28
H  -1.3544  1.9045  0.7739  0.32
H  -1.6962  -0.3856  -2.6439  0.28
H  -0.4830  0.3772  1.4275  0.40

Cartesian forces, eV/Å:
O 0.1 -0.1 -0.6
N 0.5 0.0 0.0
C 0.4 0.7 -1.1
C -0.3 -0.3 -0.2
C 0.3 -2.3 0.0
C -0.4 -1.7 1.2
C 0.3 -0.1 -0.1
H 0.5 0.7 -0.5
H 0.1 -0.1 0.0
H -0.2 -0.1 0.1
H 0.1 0.1 -0.3
H -0.1 0.6 -0.7
H -0.1 -0.4 -0.5
H 0.5 -0.4 -0.2
H 0.0 0.1 0.0
H -1.7 3.3 3.0

Properties
* E_LUMO: 0.90 eV
* relative energy (zero: lowest compared OMol25 entry of this formula, charge and spin): 107.8 kcal/mol
* highest occupied orbital energy: -9.3 eV



(2)
DFT (the ωB97M-V functional and the def2-TZVPD basis) results for a single C5H9NO molecule.

Last column: Mulliken charge in e.
Cartesian coordinates (Å):
O  -1.0829  -1.9764  -0.4343  -0.65
N  0.8246  -0.6022  -0.2716  0.16
C  -0.8836  0.5758  -0.4734  0.36
C  1.9631  -1.4175  0.0525  -0.89
C  -1.9481  1.1232  0.4581  -1.44
C  0.6007  0.8268  -0.1082  -0.72
C  -0.5023  -0.9171  -0.4048  0.35
H  -1.0936  0.8505  -1.5126  0.30
H  2.5278  -0.9594  0.8723  0.33
H  2.6346  -1.5456  -0.8042  0.25
H  -1.9723  2.2169  0.3930  0.36
H  1.6017  -2.3985  0.3702  0.34
H  -1.7514  0.8510  1.5008  0.35
H  -2.9386  0.7452  0.1885  0.34
H  0.7389  1.1526  0.9323  0.29
H  1.1803  1.4710  -0.7769  0.29

Cartesian forces, eV/Å:
O 0.2 0.4 0.0
N -0.1 -0.1 0.1
C -0.1 0.1 0.0
C 0.1 -0.1 0.0
C 0.0 0.0 0.0
C 0.1 0.2 0.0
C -0.1 -0.2 0.0
H 0.0 0.0 0.1
H -0.1 -0.1 -0.1
H -0.1 0.0 0.1
H 0.0 -0.2 0.0
H 0.1 0.1 0.0
H 0.0 0.0 -0.2
H 0.1 0.0 0.0
H 0.0 0.0 -0.2
H -0.1 -0.1 0.0

Properties
* E_LUMO: 0.90 eV
* SMILES string: C[C@H]1CN(C)C1=O
* relative energy (zero: lowest compared OMol25 entry of this formula, charge and spin): 21.8 kcal/mol
* highest occupied orbital energy: -9.4 eV



(3)
DFT (the ωB97M-V functional and the def2-TZVPD basis) results for a single C5H9NO molecule.

Last column: Mulliken charge in e.
Cartesian coordinates (Å):
O  -0.6140  1.4559  -1.8945  -0.52
N  -2.3120  -1.0099  1.0474  -0.49
C  0.0254  0.1818  0.8070  0.74
C  0.5534  -0.1649  -0.5911  -0.84
C  1.0075  -0.2427  1.9111  -1.47
C  -1.2890  -0.4747  0.9971  0.12
C  -0.4451  0.0556  -1.7240  -0.55
H  1.4372  0.4559  -0.7922  0.37
H  -1.4101  1.5864  -2.4236  0.31
H  -0.0599  -0.4126  -2.6486  0.30
H  1.9666  0.2577  1.7409  0.37
H  -0.1494  1.2637  0.8768  0.22
H  -1.3954  -0.4310  -1.4792  0.38
H  0.6476  0.0231  2.9118  0.39
H  1.1664  -1.3273  1.8869  0.34
H  0.8707  -1.2170  -0.6259  0.34

Cartesian forces, eV/Å:
O -0.3 0.0 -0.1
N 0.8 0.4 0.1
C -0.3 -0.1 0.3
C 0.1 -0.1 -0.5
C 0.0 0.0 0.0
C -0.5 -0.3 -0.1
C 0.3 -0.3 0.0
H -0.1 -0.2 0.1
H 0.2 0.1 0.1
H -0.1 0.2 0.3
H -0.1 -0.1 0.1
H 0.0 -0.2 -0.1
H 0.0 0.0 0.0
H 0.0 0.0 -0.3
H 0.0 0.2 0.0
H -0.1 0.2 0.2

Properties
* E_LUMO: 0.88 eV
* SMILES string: C[C@H](C#N)CCO
* relative energy (zero: lowest compared OMol25 entry of this formula, charge and spin): 24.0 kcal/mol
* highest occupied orbital energy: -10.6 eV



(4)
DFT (the ωB97M-V functional and the def2-TZVPD basis) results for a molecular structure, C5H9NO.

Last column: Mulliken charge in e.
Cartesian coordinates (Å):
O  -2.3655  1.2141  1.5131  -0.41
N  -1.6494  0.8031  0.3736  -0.46
C  0.0325  -0.7930  1.4082  -0.37
C  -0.7324  -0.0284  0.3888  0.08
C  0.1672  -0.3779  -0.7724  0.39
C  0.6796  0.7482  -1.6638  -1.45
C  1.1218  -0.9655  0.3109  -0.71
H  1.9860  -0.3180  0.4797  0.28
H  1.4649  -1.9856  0.1362  0.29
H  -0.2735  -1.1696  -1.3906  0.28
H  -2.6390  1.7027  0.6722  0.51
H  -0.4663  -1.7188  1.7049  0.24
H  -0.1201  1.1719  -2.2812  0.34
H  0.2882  -0.2239  2.3049  0.28
H  1.4610  0.3763  -2.3371  0.38
H  1.1064  1.5607  -1.0654  0.34

Cartesian forces, eV/Å:
O 0.0 0.4 -1.5
N 1.2 -0.8 -1.8
C 0.2 -0.2 0.3
C 0.2 -0.2 0.1
C 0.1 -0.1 -0.1
C 0.0 0.0 0.0
C 0.4 -0.2 0.0
H -0.1 -0.1 0.0
H 0.0 0.1 0.0
H 0.0 0.0 0.1
H -2.2 1.4 2.5
H 0.1 0.0 0.0
H 0.1 -0.1 0.2
H 0.1 -0.1 -0.1
H -0.1 0.0 0.1
H -0.1 -0.1 0.0

Properties
* E_LUMO: 1.09 eV
* relative energy (zero: lowest compared OMol25 entry of this formula, charge and spin): 98.5 kcal/mol
* highest occupied orbital energy: -9.6 eV



(5)
DFT (the ωB97M-V functional and the def2-TZVPD basis) results for a single C5H9NO molecule.

Last column: Mulliken charge in e.
Cartesian coordinates (Å):
O  -0.1373  -1.5550  -1.0417  -0.55
N  -2.0969  2.4294  0.4810  -0.43
C  2.0974  0.1655  -0.0368  -1.18
C  -2.0420  1.2877  0.3077  0.27
C  -1.8065  -0.1236  -0.0011  -0.51
C  0.6979  0.0830  0.5623  -0.42
C  -0.3469  -0.2684  -0.4975  -0.11
H  -2.4876  -0.4405  -0.8008  0.29
H  2.3692  -0.7803  -0.5149  0.29
H  -0.2325  0.4173  -1.3456  0.34
H  -2.0084  -0.7492  0.8806  0.29
H  2.1255  0.9483  -0.8029  0.32
H  0.4415  1.0370  1.0358  0.38
H  0.6592  -0.6767  1.3581  0.28
H  2.8442  0.4130  0.7253  0.36
H  -0.0768  -2.1875  -0.3094  0.37

Cartesian forces, eV/Å:
O -0.1 -0.3 0.3
N -0.1 -1.0 -0.1
C 0.0 0.0 0.0
C 0.0 0.9 0.1
C 0.1 0.0 0.0
C -0.1 0.0 0.1
C 0.0 0.2 0.0
H 0.1 0.1 0.2
H 0.0 0.1 0.1
H 0.0 -0.1 0.1
H 0.1 0.2 -0.2
H 0.0 -0.1 0.1
H 0.0 -0.1 -0.1
H 0.0 0.1 -0.1
H -0.1 -0.1 -0.1
H 0.0 0.1 -0.2

Properties
* E_LUMO: 0.72 eV
* SMILES string: CC[C@@H](O)CC#N
* relative energy (zero: lowest compared OMol25 entry of this formula, charge and spin): 22.9 kcal/mol
* highest occupied orbital energy: -10.8 eV



(6)
DFT (the ωB97M-V functional and the def2-TZVPD basis) results for a single C5H9NO2 molecule.

Last column: Mulliken charge in e.
Cartesian coordinates (Å):
O  -0.3030  -0.6709  2.4699  -0.48
O  0.4932  1.3892  1.9649  -0.53
N  -0.1324  -0.3418  -2.8056  -0.55
C  0.1921  -0.1147  0.2063  0.57
C  0.1731  0.2747  1.6352  0.35
C  -0.7320  0.5393  -0.5684  -0.46
C  1.2631  -1.1570  -0.1808  -1.08
C  -1.0243  0.4839  -2.0517  -0.50
H  -0.4032  -0.5723  -3.7457  0.21
H  2.0292  -0.7967  -0.8650  0.31
H  -0.4552  -1.5112  2.0367  0.39
H  1.8456  -1.5039  0.7181  0.35
H  0.7576  0.1420  -2.8847  0.19
H  -2.0570  0.0115  -2.1885  0.29
H  0.8317  -2.0502  -0.6228  0.33
H  -1.0078  1.5076  -2.4686  0.30
H  -1.3661  1.2619  -0.0621  0.33

Cartesian forces, eV/Å:
O 0.4 0.6 1.1
O -0.3 -0.9 0.9
N 1.7 -0.5 0.1
C -0.7 0.3 -2.1
C -0.1 0.8 -0.8
C 1.3 -0.8 0.6
C 0.1 -0.2 1.0
C -1.4 -0.6 -0.2
H -0.5 0.2 -0.1
H -0.2 0.3 -0.1
H 0.0 -0.1 -0.4
H -0.7 0.5 -0.6
H 0.0 -0.3 0.0
H 1.0 1.0 0.3
H -0.1 0.0 -0.2
H -0.6 -0.1 0.5
H 0.1 0.0 0.1

Properties
* E_LUMO: 0.65 eV
* SMILES string: C/C(=C\CN)C(=O)O
* relative energy (zero: lowest compared OMol25 entry of this formula, charge and spin): 31.6 kcal/mol
* highest occupied orbital energy: -9.2 eV



(7)
DFT (the ωB97M-V functional and the def2-TZVPD basis) results for a single C5H9NO2 molecule.

Last column: Mulliken charge in e.
Cartesian coordinates (Å):
O  -0.3844  1.1032  -0.7480  -0.49
O  1.1739  1.1794  2.2454  -0.63
N  1.3355  -0.2689  -0.3238  -0.50
C  0.3901  -0.5775  0.5333  0.13
C  0.1109  0.4780  1.6339  0.01
C  -0.5004  -1.2907  -0.3908  -0.50
C  -0.7617  -0.1336  -1.5233  -0.52
C  -0.6373  0.6534  0.4029  -0.22
H  1.4432  2.1361  1.5567  0.41
H  -0.3602  -0.3980  -2.4820  0.30
H  -0.4252  -0.1047  2.3492  0.35
H  -1.8110  0.0355  -1.9697  0.28
H  -1.8582  0.6942  0.3635  0.31
H  2.1021  -0.2090  0.2779  0.30
H  0.1530  -1.9501  -1.0647  0.29
H  1.4683  0.6580  -0.7437  0.23
H  -1.4387  -2.0052  -0.1166  0.25

Cartesian forces, eV/Å:
O 0.8 2.5 -6.9
O 0.8 4.1 -3.8
N 7.6 1.7 -2.4
C -4.8 -0.5 1.8
C 1.0 -0.6 0.1
C -2.8 -4.9 -3.3
C -3.1 -0.3 -0.1
C -4.9 1.5 5.3
H -1.4 -4.7 3.2
H 1.9 0.7 -0.2
H -0.9 0.7 0.9
H 0.7 -0.3 1.8
H 2.5 -1.4 1.6
H 2.6 -0.5 0.9
H -0.8 0.1 1.4
H -1.1 -0.4 -0.1
H 1.9 2.3 -0.2

Properties
* E_LUMO: 0.31 eV
* SMILES string: N[C@]12CCO[C@@H]1[C@@H]2O
* relative energy (zero: lowest compared OMol25 entry of this formula, charge and spin): 223.6 kcal/mol
* highest occupied orbital energy: -8.1 eV



The calculation returns the following calculated total energy values, one per record and in order: -8864.536; -8868.266; -8868.170; -8864.943; -8868.219; -10915.206; -10906.878 eV.
The calculation returns the following orbital gap values, one per record and in order: 10.2; 10.3; 11.5; 10.7; 11.5; 9.8; 8.4 eV.